Entry 1:
{"formula": "C2H4OPd", "method": "wB97M-V/def2-TZVPD", "species": ["O", "Pd", "C", "C", "H", "H", "H", "H"], "coordinates": [[-1.54314, 0.27581, 0.17996], [-2.71618, -0.55921, -0.52183], [-0.36078, 0.44804, 0.05051], [0.78836, -0.27607, -0.30463], [0.86331, -1.22768, 0.23600], [0.91447, -0.39289, -1.38359], [0.57151, 1.16659, 1.02980], [1.48245, 0.56540, 0.71377]], "total_charge": 1, "orbital_gap_ev": [7.361, 8.114], "lumo_energy_ev": [-5.129, -7.393], "multiplicity": 4}



Entry 2:
{"formula": "C3H9ClNO", "method": "wB97M-V/def2-TZVPD", "species": ["C", "C", "C", "N", "O", "Cl", "H", "H", "H", "H", "H", "H", "H", "H", "H"], "coordinates": [[-0.13481, 0.03024, -1.21769], [0.00761, 0.46043, 0.16094], [-1.41436, -0.77732, 1.17722], [1.16452, 0.03618, 0.90070], [-0.74451, -0.78263, 2.32680], [-1.59588, -2.18413, 0.17966], [-0.66131, -0.84990, -1.40483], [0.88560, -0.29743, -1.65747], [-0.59955, 0.91403, -1.72606], [-0.27318, 1.36680, 0.49635], [-2.17111, -0.02667, 1.11114], [0.62715, -0.42794, 1.78235], [1.77507, 0.83525, 1.19268], [1.74965, -0.55685, 0.38093], [-0.97633, -1.48632, 2.85479]], "total_charge": 1, "orbital_gap_ev": 10.317, "lumo_energy_ev": -3.305, "multiplicity": 1}



Entry 3:
{"formula": "C18H42O8", "method": "wB97M-V/def2-TZVPD", "species": ["C", "C", "C", "O", "H", "H", "H", "H", "H", "H", "C", "C", "C", "O", "H", "H", "H", "H", "H", "H", "C", "C", "C", "O", "H", "H", "H", "H", "H", "H", "C", "C", "C", "O", "H", "H", "H", "H", "H", "H", "C", "C", "C", "O", "H", "H", "H", "H", "H", "H", "C", "O", "H", "H", "H", "H", "C", "O", "H", "H", "H", "H", "C", "O", "H", "H", "H", "H"], "coordinates": [[5.10034, -1.46690, 7.30467], [5.87074, -1.10789, 6.05965], [6.96700, -0.08316, 6.09338], [5.59116, -1.64638, 4.98916], [4.57709, -0.59800, 7.70382], [5.68073, -1.89184, 8.12361], [4.29104, -2.13136, 7.00199], [7.72253, -0.24763, 5.32511], [7.49296, -0.36586, 7.00527], [6.60899, 0.93958, 6.21141], [-4.03814, 0.01469, 3.93934], [-2.60465, -0.18768, 4.45495], [-1.62600, 1.01513, 4.33367], [-2.24647, -1.27694, 4.86640], [-3.91026, -0.40577, 2.94187], [-4.40126, 1.03281, 3.79907], [-4.68661, -0.62997, 4.53263], [-0.61568, 0.61763, 4.43040], [-1.80979, 1.75689, 5.11092], [-1.81480, 1.40008, 3.33154], [-6.04347, -0.83653, -4.78424], [-6.25692, -0.18564, -3.42983], [-7.64270, -0.23301, -2.75805], [-5.30728, 0.26243, -2.77172], [-5.57957, -0.16906, -5.51045], [-7.03254, -1.10545, -5.15509], [-5.47326, -1.75694, -4.65852], [-7.95532, -1.24585, -2.50397], [-8.37917, 0.15289, -3.46287], [-7.67487, 0.28072, -1.79724], [0.21381, 2.52807, -7.61095], [-0.09776, 4.01434, -7.57631], [-1.50150, 4.39962, -8.11917], [0.78984, 4.80689, -7.25412], [-0.42181, 1.90552, -6.98125], [1.21798, 2.40419, -7.20550], [0.12867, 2.12788, -8.62124], [-1.51705, 5.48459, -8.22260], [-2.30862, 4.14872, -7.43090], [-1.78972, 3.99412, -9.08901], [3.02475, 8.33194, -1.10204], [3.78944, 7.11254, -0.68018], [3.04382, 5.72500, -0.66891], [4.99242, 7.17743, -0.39313], [3.74792, 8.94445, -1.64051], [2.59649, 8.82431, -0.22897], [2.22989, 8.05395, -1.79415], [2.89259, 5.34405, -1.67891], [2.04782, 5.78784, -0.23056], [3.64113, 4.95026, -0.18818], [2.92284, -7.77828, 4.44411], [3.10576, -9.13702, 4.85309], [2.59910, -7.17930, 5.29528], [3.76733, -7.37226, 3.88725], [2.03045, -7.74718, 3.81899], [3.80950, -9.12513, 5.50593], [1.76046, -2.30898, -0.53215], [0.68369, -2.16349, -1.42235], [2.64914, -2.39833, -1.15694], [1.91207, -1.46601, 0.14203], [1.76323, -3.19146, 0.10764], [0.18292, -1.38306, -1.17384], [-3.39249, -5.84848, -1.08672], [-2.46211, -6.17048, -2.05695], [-3.85615, -4.87795, -1.26330], [-4.13288, -6.64283, -0.99224], [-2.90841, -5.79536, -0.11155], [-1.95836, -5.38114, -2.26855]], "smiles": "CC(C)=O.CC(C)=O.CC(C)=O.CC(C)=O.CC(C)=O.CO.CO.CO", "total_charge": 0, "orbital_gap_ev": 9.838, "lumo_energy_ev": 0.198, "multiplicity": 1}



Entry 4:
{"formula": "C15H16N2O4S", "method": "wB97M-V/def2-TZVPD", "species": ["C", "O", "C", "C", "C", "C", "O", "C", "C", "N", "C", "O", "C", "N", "C", "O", "C", "C", "C", "C", "S", "C", "H", "H", "H", "H", "H", "H", "H", "H", "H", "H", "H", "H", "H", "H", "H", "H"], "coordinates": [[4.21019, 1.13560, 4.23019], [3.95228, 0.98898, 2.85656], [2.65437, 0.97242, 2.43848], [1.54974, 1.08535, 3.26710], [0.26725, 1.05314, 2.73021], [0.07225, 0.91250, 1.37115], [-1.14495, 0.84916, 0.74179], [-2.30787, 1.01445, 1.51029], [1.19670, 0.80914, 0.52485], [0.93475, 0.68949, -0.84244], [1.77234, 0.29736, -1.82680], [2.95074, 0.04448, -1.71137], [1.03820, 0.17591, -3.17594], [-0.03143, -0.79461, -3.12162], [-1.28209, -0.45137, -2.73334], [-1.58210, 0.69705, -2.44140], [-2.26598, -1.53725, -2.68788], [-3.57976, -1.39341, -2.33203], [-4.29329, -2.60588, -2.35382], [-3.51734, -3.65965, -2.72288], [-1.90083, -3.19484, -3.05344], [2.46807, 0.83519, 1.06074], [3.82099, 2.08438, 4.61496], [5.29454, 1.12641, 4.32912], [3.78814, 0.30856, 4.81117], [1.65528, 1.19631, 4.33411], [-0.57310, 1.13585, 3.40110], [-2.42321, 0.20994, 2.24474], [-2.31747, 1.98078, 2.02454], [-3.13150, 0.97586, 0.79920], [-0.03632, 0.87121, -1.08705], [0.59580, 1.14454, -3.42758], [1.75739, -0.11539, -3.94243], [0.20776, -1.76434, -3.25416], [-3.99826, -0.43892, -2.06985], [-5.33568, -2.69333, -2.10577], [-3.79523, -4.69039, -2.82247], [3.32963, 0.74534, 0.42196]], "smiles": "COc1ccc(OC)c(NC(=O)CNC(=O)c2cccs2)c1", "total_charge": 0, "orbital_gap_ev": 7.944, "lumo_energy_ev": 0.221, "multiplicity": 1}